Here is one molecule with the formula CH4N3P from OMol25. Energies are from the ωB97M-V functional and the def2-TZVPD basis.

Structure (XYZ):
```
9
CH4N3P the ωB97M-V functional and the def2-TZVPD basis
C 0.959 -0.541 0.312
N 0.779 0.109 -1.029
N -0.167 0.806 -1.275
N -1.176 1.040 -0.581
P -0.344 -0.210 1.549
H 1.046 -1.605 0.084
H 1.932 -0.187 0.674
H -1.797 1.790 -0.847
H -1.232 -1.201 1.113
```

As for the expectation value of S²: 2.011. The multiplicity is 3. For the frontier orbital gap (spin up / spin down), the calculation gives 8.34 / 6.74 eV. As for the LUMO energy (spin up / spin down): 1.16 / -2.40 eV. The highest occupied orbital energy (spin up / spin down) comes out at -7.175 / -9.139 eV.


Here is C36H40N5OSiSr as an isolated structure from OMol25. Energies are from the ωB97M-V functional and the def2-TZVPD basis.

Structure (XYZ):
```
84
C36H40N5OSiSr the ωB97M-V functional and the def2-TZVPD basis
Sr -0.770 -0.472 -0.212
C -4.764 0.441 -0.094
C -3.812 0.916 0.817
C -2.862 0.080 1.283
C -2.725 -1.253 0.847
C -3.887 -1.798 0.184
C -4.767 -0.890 -0.362
N -1.598 -1.843 1.130
C -1.362 -2.970 0.424
C -2.296 -3.966 0.234
C -2.119 -4.877 -0.794
C -0.895 -4.898 -1.456
C 0.151 -4.091 -1.045
C -0.066 -3.067 -0.112
N 0.797 -2.004 0.173
N 1.982 -2.091 -0.531
C 2.921 -1.229 -0.145
C 4.156 -1.151 -0.866
C 5.085 -0.203 -0.537
C 4.788 0.710 0.488
C 3.593 0.546 1.165
N 2.706 -0.410 0.928
H -5.408 1.114 -0.655
H -3.742 1.979 0.991
H -2.028 0.436 1.862
H -3.888 -2.728 -0.371
H -5.474 -1.319 -1.061
H -3.192 -3.951 0.863
H -2.947 -5.501 -1.123
H -0.778 -5.567 -2.302
H 1.113 -4.120 -1.521
H 4.316 -1.838 -1.681
H 6.033 -0.144 -1.054
H 5.488 1.483 0.759
H 3.327 1.207 1.983
C 0.182 -0.779 4.415
C 0.979 -0.955 3.122
O 1.307 -2.325 2.971
H 0.079 0.276 4.626
H 0.713 -1.270 5.224
H -0.789 -1.237 4.302
H 1.922 -0.398 3.191
H 0.360 -0.625 2.138
H 1.258 -2.438 2.004
C -1.361 0.568 -2.277
Si -2.869 -0.919 -1.063
C -3.732 -1.018 -2.547
C -1.522 -1.857 -1.784
C -2.261 0.768 -1.138
H -0.788 -0.307 -2.167
H -0.810 1.454 -2.543
H -2.028 0.335 -3.140
H -4.162 -2.028 -2.476
H -3.135 -0.994 -3.449
H -4.436 -0.186 -2.568
H -1.607 -1.627 -2.878
H -2.087 -2.841 -1.789
H -0.501 -2.037 -1.667
H -1.976 1.476 -0.394
H -3.194 1.229 -1.592
N 0.769 0.809 0.244
C 1.274 2.042 0.160
C 1.951 2.414 -1.107
C 2.151 1.314 -1.977
C 2.718 1.514 -3.217
C 3.061 2.794 -3.657
C 2.824 3.877 -2.832
C 2.275 3.696 -1.570
C 1.271 2.857 1.397
C 2.057 3.979 1.695
C 1.981 4.587 2.941
C 1.126 4.107 3.918
C 0.346 2.983 3.637
C 0.409 2.363 2.407
H 1.695 0.386 -1.551
H 2.874 0.673 -3.876
H 3.465 2.948 -4.648
H 3.057 4.873 -3.179
H 2.057 4.566 -0.974
H 2.771 4.336 0.972
H 2.604 5.443 3.160
H 1.077 4.585 4.886
H -0.323 2.612 4.400
H -0.113 1.449 2.042
```

The multiplicity is 1. For the frontier orbital gap (spin up / spin down), the calculation gives 4.85 / 5.53 eV. As for the LUMO energy (spin up / spin down): 2.24 / 2.23 eV. The highest occupied orbital energy (spin up / spin down) comes out at -2.614 / -3.300 eV. Its total charge is -1.


Here is C21H32F5N4O7P2S3 as an isolated structure from OMol25. Energies are from the ωB97M-V functional and the def2-TZVPD basis.

Structure (XYZ):
```
74
C21H32F5N4O7P2S3 the ωB97M-V functional and the def2-TZVPD basis
C 4.459 3.331 1.857
C 3.336 3.287 1.435
C 1.990 3.153 0.839
N 1.362 1.772 0.780
P 1.529 1.044 2.440
O 0.542 -0.166 2.724
O 1.304 2.163 3.568
S 3.251 0.317 2.983
C 1.867 0.893 -0.372
S 1.950 1.921 -1.931
P 3.729 0.400 -0.356
S 4.370 -0.334 -2.066
C 1.039 -0.460 -0.528
C 0.925 -0.994 -1.977
C -0.208 -2.053 -2.202
C 0.407 -3.388 -2.714
C -0.537 -4.581 -2.469
N -1.935 -4.154 -2.757
C -2.835 -4.443 -1.675
C -3.758 -3.305 -1.226
O -2.932 -5.502 -1.132
C 1.686 -1.651 0.277
C 0.816 -2.846 0.681
C -0.450 -2.806 1.519
N 1.169 -4.011 0.352
O -0.320 -0.320 -0.049
C -0.906 0.919 -0.175
F -1.013 1.169 -1.496
C -2.399 0.606 0.239
F -2.913 -0.068 -0.785
F -2.475 -0.257 1.226
F -3.168 1.648 0.398
C -0.164 2.091 0.580
O -0.239 3.191 -0.231
C -1.448 3.877 -0.535
C -1.097 5.365 -0.828
C -0.877 2.571 1.915
O -0.822 3.706 2.241
N -1.590 1.688 2.851
C -2.665 2.365 3.481
O -2.651 2.612 4.637
F -3.687 2.725 2.734
H 5.418 3.258 2.311
H 1.425 3.833 1.481
H 2.093 3.689 -0.101
H -0.320 -0.197 2.254
H 2.157 2.575 3.780
H 2.140 1.059 -2.941
H 4.560 1.519 -0.160
H 4.105 -0.575 0.569
H 0.632 -0.228 -2.695
H 1.834 -1.450 -2.361
H -0.895 -1.755 -2.990
H -0.818 -2.279 -1.325
H 0.514 -3.317 -3.802
H 1.393 -3.561 -2.281
H -0.241 -5.445 -3.068
H -0.499 -4.914 -1.428
H -2.235 -4.704 -3.556
H -3.934 -2.626 -2.063
H -4.714 -3.751 -0.955
H -3.352 -2.761 -0.372
H 2.222 -1.331 1.177
H 2.456 -2.035 -0.398
H -0.748 -3.822 1.770
H -1.251 -2.415 0.885
H -0.346 -2.277 2.467
H 2.038 -4.003 -0.184
H -1.869 3.503 -1.472
H -2.274 3.897 0.174
H -1.294 5.620 -1.866
H -0.083 5.599 -0.504
H -1.758 6.001 -0.234
H -0.997 1.418 3.632
```

The multiplicity is 1. For the frontier orbital gap, the calculation gives 6.75 eV. As for the LUMO energy: -4.70 eV. The highest occupied orbital energy comes out at -11.459 eV. Its total charge is +1.


Here is C27H30IN5O2OsSb as an isolated structure from OMol25. Energies are from the ωB97M-V functional and the def2-TZVPD basis.

Structure (XYZ):
```
67
C27H30IN5O2OsSb the ωB97M-V functional and the def2-TZVPD basis
Os -0.324 0.073 -0.574
N -3.494 -2.787 -0.485
C -2.493 -2.043 -0.874
N -1.825 -1.248 -0.038
C -2.114 -1.293 1.339
N -1.301 -0.699 2.151
N -0.238 -0.162 1.451
C 0.837 0.114 2.102
C 1.935 0.559 1.283
C 3.207 0.790 1.764
C 4.223 1.080 0.860
C 3.919 1.108 -0.487
C 2.615 0.879 -0.909
N 1.626 0.625 -0.045
C -3.267 -2.042 1.784
C -3.688 -2.056 3.117
C -4.783 -2.813 3.475
C -5.463 -3.571 2.519
C -5.056 -3.578 1.197
C -3.960 -2.808 0.843
H -3.961 -3.368 -1.172
H -2.204 -2.055 -1.916
H 0.892 -0.045 3.173
H 3.399 0.722 2.826
H 5.231 1.266 1.206
H 4.675 1.321 -1.230
H 2.358 0.929 -1.955
H -3.146 -1.477 3.852
H -5.115 -2.828 4.504
H -6.317 -4.166 2.814
H -5.579 -4.173 0.459
C -2.811 2.819 -2.778
C -3.217 2.574 -1.330
Sb -1.605 2.291 0.021
C -2.478 2.336 1.962
C -3.892 1.766 1.994
C -0.265 3.927 -0.141
C -1.009 5.254 0.005
H -3.690 3.089 -3.361
H -2.378 1.931 -3.237
H -2.093 3.634 -2.871
H -3.877 1.712 -1.221
H -3.749 3.433 -0.912
H -2.468 3.398 2.218
H -1.814 1.828 2.660
H -4.561 2.281 1.304
H -4.309 1.887 2.994
H -3.914 0.701 1.758
H 0.227 3.835 -1.108
H 0.489 3.787 0.635
H -1.769 5.385 -0.766
H -0.298 6.074 -0.099
H -1.483 5.361 0.980
I 0.468 1.298 -9.195
C 0.258 1.024 -7.166
C -0.252 -0.185 -6.677
C -0.393 -0.369 -5.322
C -0.022 0.657 -4.435
C 0.493 1.869 -4.930
C 0.629 2.050 -6.285
C -0.161 0.471 -3.036
O -0.639 -0.599 -2.461
O 0.173 1.338 -2.133
H -0.530 -0.970 -7.366
H -0.779 -1.304 -4.940
H 0.777 2.659 -4.246
H 1.022 2.978 -6.676
```

The multiplicity is 1. For the frontier orbital gap, the calculation gives 4.98 eV. As for the LUMO energy: -10.38 eV. The highest occupied orbital energy comes out at -15.365 eV. Its total charge is +3.


Quick rundown of max |F|, same order as above: 2.0 10.5 6.8 0.4 eV/Å
Quick rundown of E, same order as above: -545.9230 -2064.4242 -3941.2676 -2098.8309 a.u.